P | DFT (wB97M-V/def2-TZVPD) results for a cluster of 2 separate species, C2H4N2O2 in total.

Computed properties:
- Frontier orbital gap (spin up / spin down): 9.1 / 9.1 eV
- 2S+1: 1
- LUMO (spin up / spin down): -0.814 / -0.583 eV

Geometry as XYZ:
```
10
C2H4N2O2, DFT wB97M-V/def2-TZVPD
O -3.62 0.06 -0.87
O -3.71 -0.34 1.29
N -0.42 0.82 0.13
N -3.28 -0.07 0.22
C 0.39 -0.22 -0.28
C -0.08 0.80 -1.25
H -0.87 0.58 -1.98
H 0.08 -1.29 -0.39
H 1.51 -0.11 0.11
H 0.53 1.70 -1.59
```

Atom charges from the Löwdin analysis, given in e for atoms 1 to 2:
1. O 0.127
2. O 0.106

---

Q | DFT (wB97M-V/def2-TZVPD) results for the molecule C2H4N2O2.

Computed properties:
- Structure (SMILES): C=NO/C=N\O
- Frontier orbital gap: 9.9 eV
- 2S+1: 1
- LUMO: 0.402 eV

Geometry as XYZ:
```
10
C2H4N2O2, DFT wB97M-V/def2-TZVPD
O -0.53 1.06 0.25
O 1.44 -1.21 0.18
N 1.75 0.07 -0.21
N -1.04 -0.33 0.00
C -2.30 -0.42 -0.15
C 0.90 0.96 -0.13
H -2.47 -1.50 -0.19
H 0.39 -1.17 0.02
H -2.94 0.48 0.04
H 1.19 2.04 -0.14
```

Atom charges from the Löwdin analysis, given in e for atoms 1 to 2:
1. O -0.094
2. O -0.098

---

R | DFT (wB97M-V/def2-TZVPD) results for the molecule C2H4N2O2.

Computed properties:
- Structure (SMILES): C=NO/C=N/O
- Frontier orbital gap: 10.2 eV
- 2S+1: 1
- LUMO: 1.060 eV

Geometry as XYZ:
```
10
C2H4N2O2, DFT wB97M-V/def2-TZVPD
O -0.73 0.74 0.02
O 2.63 -0.19 -0.02
N -1.38 -0.49 -0.02
N 1.25 -0.44 0.01
C 0.61 0.65 -0.01
C -2.63 -0.31 0.01
H 2.99 -1.10 0.11
H 1.08 1.64 -0.03
H -3.24 -1.20 -0.03
H -3.07 0.69 0.01
```

Atom charges from the Löwdin analysis, given in e for atoms 1 to 2:
1. O -0.095
2. O -0.086

---

S | DFT (wB97M-V/def2-TZVPD) results for a structure of composition C2H4N2O2.

Computed properties:
- Frontier orbital gap: 9.7 eV
- 2S+1: 1
- LUMO: -0.167 eV

Geometry as XYZ:
```
10
C2H4N2O2, DFT wB97M-V/def2-TZVPD
O 1.95 -1.38 -0.93
O 2.50 -1.79 1.13
N 0.44 -0.28 0.93
N 1.92 -1.28 0.27
C -0.19 0.15 -0.05
C -1.40 0.96 0.00
H -2.24 0.59 -0.50
H -1.35 1.95 -0.65
H 0.07 0.09 -1.20
H -1.70 0.99 0.98
```

Atom charges from the Löwdin analysis, given in e for atoms 1 to 2:
1. O 0.051
2. O 0.125

---

Most stable to least stable: R, Q, S, P

---

P | DFT (wB97M-V/def2-TZVPD) results for the molecule C2H4N2O2.

Computed properties:
- Structure (SMILES): [H]/N=C\CON=O
- Frontier orbital gap: 10.0 eV
- 2S+1: 1
- LUMO: 0.070 eV

Geometry as XYZ:
```
10
C2H4N2O2, DFT wB97M-V/def2-TZVPD
O -3.36 -0.33 -0.38
O -1.58 0.92 -0.43
N 0.04 -1.69 -0.17
N -2.23 -0.21 -0.02
C 0.28 -0.55 -0.62
C -0.22 0.79 -0.05
H -0.44 -1.75 0.72
H 0.79 -0.45 -1.58
H -0.13 0.79 1.04
H 0.26 1.67 -0.47
```

Atom charges from the Löwdin analysis, given in e for atoms 1 to 2:
1. O 0.068
2. O -0.078

---

Q | DFT (wB97M-V/def2-TZVPD) results for a cluster of 2 separate species, C2H4N2O2 in total.

Computed properties:
- Frontier orbital gap (spin up / spin down): 7.4 / 7.2 eV
- 2S+1: 1
- LUMO (spin up / spin down): -1.011 / -1.087 eV

Geometry as XYZ:
```
10
C2H4N2O2, DFT wB97M-V/def2-TZVPD
O -1.59 1.19 -0.25
O -2.84 -0.53 0.31
N 0.88 0.54 -0.68
N -1.81 0.01 0.00
C 0.65 -0.76 -0.51
C 1.21 -0.05 0.63
H 0.58 -1.65 -1.08
H 2.27 -0.12 0.86
H 0.57 0.18 1.48
H 0.08 1.20 -0.75
```

Atom charges from the Löwdin analysis, given in e for atoms 1 to 2:
1. O -0.070
2. O -0.010

---

Most stable to least stable: P, Q